Entry 1:
C8H21BeN9O10 as an isolated structure in a non-equilibrium geometry. Source: the Open Molecules 2025 dataset; level of theory: the ωB97M-V functional and the def2-TZVPD basis.

The geometry in XYZ format:
```
49
Properties=species:S:1:pos:R:3:mulliken_spin:R:1
H -4.96 0.58 -0.75 0.00
C -1.55 -5.28 -0.84 0.00
N -2.51 2.26 -1.71 -0.01
C -0.88 -3.99 -0.76 0.03
H -2.63 -5.14 -0.86 0.00
C 0.71 0.15 -3.25 0.14
N 2.50 -3.88 1.01 0.00
C -2.62 0.40 2.31 0.05
H -1.29 -5.51 -1.87 0.00
H 4.19 -0.42 0.64 0.00
H -4.64 2.13 -1.61 0.00
C -0.12 3.37 0.16 0.13
H 1.36 -2.38 3.34 0.00
H 3.94 2.42 2.27 0.00
N -4.39 1.19 -1.32 -0.01
O -3.68 0.82 1.69 0.00
O -2.50 -0.02 -1.56 0.03
H 1.17 -0.48 -4.71 0.00
N -0.50 4.48 0.74 -0.02
O -2.38 0.74 3.46 0.00
H 2.84 -4.68 1.53 0.00
H -1.33 -6.16 -0.25 0.00
O 1.26 0.44 -4.43 -0.03
H 2.73 -3.85 0.03 0.00
C 1.88 -2.91 1.65 0.12
N 2.00 -3.03 2.92 0.00
N 0.53 3.66 -0.94 -0.01
H 0.62 2.93 -1.64 0.00
H -1.22 4.43 1.45 0.00
H 4.81 0.85 1.73 -0.01
C 3.05 1.12 1.01 0.16
O -0.45 2.22 0.41 0.05
O 2.11 0.81 0.34 0.05
N 3.14 2.15 1.71 0.00
H 2.36 -3.87 3.36 0.00
H 1.17 4.44 -0.84 0.00
O 1.28 -2.02 1.13 0.08
Be -0.04 -0.23 -0.07 0.22
O 0.27 1.08 -2.51 -0.05
H 2.38 2.80 1.52 0.00
H -2.83 3.19 -1.45 0.00
H -0.38 5.35 0.23 0.00
H -3.32 0.30 0.97 -0.01
C -3.12 1.06 -1.58 0.06
N 4.12 0.48 1.10 0.00
N -0.42 -2.90 -0.75 0.04
H -1.52 2.30 -1.92 0.01
O -1.98 -0.44 1.63 0.00
O 0.85 -0.98 -2.74 -0.04
```

Values from the calculation:
DFT total energy: -1577.394496 Ha
spin multiplicity: 2
LUMO level (alpha / beta): 2.5019 / 2.4489 eV
E_HOMO (alpha / beta): -0.96 / -3.92 eV
gap between HOMO and LUMO (alpha / beta): 3.46 / 6.36 eV
charge: -1

***

Entry 2:
A 2-piece molecular cluster, C5H14NO2 overall in a non-equilibrium geometry. Source: the Open Molecules 2025 dataset; level of theory: the ωB97M-V functional and the def2-TZVPD basis.

The geometry in XYZ format:
```
22
Properties=species:S:1:pos:R:3:mulliken_charge:R:1
N 1.12 -2.63 0.68 -0.70
H -1.32 -0.32 0.31 0.46
H 1.42 -3.05 -0.21 0.27
H 0.51 3.14 0.30 0.26
H 2.22 1.53 -0.48 0.41
H -1.11 0.82 -1.40 0.22
H 0.30 1.94 1.50 0.25
H 2.37 -0.61 0.36 0.25
C 0.18 2.09 0.45 -0.53
H -1.22 -1.30 1.67 0.31
H 0.73 0.86 -1.17 0.39
C 1.37 -0.21 0.58 -0.85
H 1.36 -0.05 1.68 0.36
O -1.80 0.81 -2.15 -0.80
H 0.45 -3.23 1.16 0.28
C 1.22 1.13 -0.24 -0.63
H -1.88 -2.00 0.18 0.34
O -1.10 1.79 0.11 -0.91
C 0.39 -1.40 0.20 0.42
C -1.06 -1.37 0.56 -1.37
H 0.46 -1.30 -0.89 0.23
H -2.23 1.59 -1.80 0.33
```

Values from the calculation:
DFT total energy: -404.110551 Ha
energy relative to the best compared isomer or geometry (same formula, charge and spin): 27.6 kcal per mole
LUMO level: 4.0156 eV
E_HOMO: -3.08 eV
gap between HOMO and LUMO: 7.10 eV
charge: -1

***

Entry 3:
C17H40NOP3Sc as an isolated structure in a non-equilibrium geometry. Source: the Open Molecules 2025 dataset; level of theory: the ωB97M-V functional and the def2-TZVPD basis.

The geometry in XYZ format:
```
63
Properties=species:S:1:pos:R:3:mulliken_charge:R:1
C -0.67 2.16 3.99 -1.23
H 4.26 -0.16 1.86 0.46
C -2.22 0.43 -2.69 -1.17
H -0.36 3.71 0.72 0.23
H 3.37 1.20 3.91 0.45
C 1.56 -0.80 3.14 -1.11
H -2.77 0.14 3.94 0.52
H 3.18 -0.92 0.63 0.27
C 3.57 -3.98 -4.43 -0.51
C 0.47 -3.52 -2.02 -0.75
C 1.20 -1.24 -1.71 0.41
H 4.29 -1.98 -3.99 0.30
P 1.99 0.63 2.05 1.08
C 0.94 -2.53 -1.16 0.05
H 2.96 -4.62 -5.08 0.31
C -3.50 -0.58 -0.34 -1.35
H 3.36 2.51 2.65 0.44
C -2.18 -0.05 3.02 -1.22
C -3.89 2.11 -1.11 -1.44
H -4.06 -1.09 -1.14 0.48
C 3.45 0.01 1.14 -1.25
H -4.57 2.07 -0.24 0.45
H -3.33 2.71 1.35 0.07
H -0.50 -0.84 0.69 0.01
C 0.33 -3.24 -3.39 -0.24
H 2.00 2.36 3.79 0.31
H -3.46 3.12 -1.16 0.42
H 1.23 -1.62 2.48 0.18
H 4.19 -4.52 -3.70 0.28
Sc 0.05 0.93 0.20 -0.25
C 0.83 -2.06 -3.93 -0.56
H -4.46 1.92 -2.03 0.42
H 1.26 3.35 0.75 0.24
H -0.34 3.20 3.82 0.39
H 0.73 -0.54 3.80 0.28
H -3.70 2.27 3.04 0.40
H -0.07 -3.95 -4.10 0.55
C -2.92 2.65 2.37 -0.93
H 2.02 -0.27 -3.44 0.55
H -1.38 2.15 4.83 0.46
H 0.86 -1.96 -5.02 0.62
H 0.20 1.55 4.25 0.31
N 0.39 3.21 0.24 -0.58
H 0.17 -4.51 -1.66 0.53
C 3.64 -2.65 -4.58 -0.44
P -1.47 1.53 2.45 0.99
C 1.41 -1.12 -3.10 -0.50
O 1.18 -0.12 -0.98 -0.37
H -1.37 -0.76 3.23 0.19
H -3.18 0.45 -3.22 0.49
P -2.53 0.88 -0.94 1.06
H -1.50 1.15 -3.12 0.40
H 0.49 3.58 -0.71 0.35
H 3.01 -2.17 -5.34 0.32
H -1.74 -0.56 -2.73 0.17
H 1.01 -2.64 -0.07 0.46
H -2.82 -0.50 2.24 0.17
H -2.79 -1.29 0.10 0.35
C 2.75 1.80 3.22 -1.20
H -4.19 -0.25 0.45 0.38
H 2.45 -1.11 3.71 0.50
H 3.75 0.74 0.38 0.36
H -2.59 3.65 2.68 0.44
```

Values from the calculation:
DFT total energy: -2585.459396 Ha
energy relative to the best compared isomer or geometry (same formula, charge and spin): 7.9 kcal per mole
LUMO level (alpha / beta): -13.5252 / -13.9734 eV
E_HOMO (alpha / beta): -17.69 / -17.37 eV
gap between HOMO and LUMO (alpha / beta): 4.17 / 3.40 eV
charge: +3

***

Entry 4:
The molecule C5H11NO in a non-equilibrium geometry. Source: the Open Molecules 2025 dataset; level of theory: the ωB97M-V functional and the def2-TZVPD basis.

The geometry in XYZ format:
```
18
Properties=species:S:1:pos:R:3:mulliken_charge:R:1
H 0.03 -1.05 1.11 0.25
H -1.81 0.52 1.50 0.33
O -2.13 -1.32 -0.30 -0.54
N 1.76 1.45 -0.20 -0.55
H -2.57 0.61 -0.94 0.33
H 1.40 -1.89 -0.50 0.26
C -1.11 0.65 0.67 -0.55
H 0.53 0.29 2.07 0.34
C 1.36 0.13 0.08 0.75
H 2.83 -0.79 -1.05 0.26
C -1.74 0.02 -0.56 -0.52
H -1.46 -1.90 -0.69 0.32
C 0.23 0.02 1.06 -0.74
H 1.02 2.08 -0.46 0.22
H 2.50 1.49 -0.90 0.25
H -0.99 1.73 0.51 0.34
H -0.99 0.03 -1.37 0.31
C 1.88 -0.93 -0.55 -1.05
```

Values from the calculation:
DFT total energy: -327.073080 Ha
energy relative to the best compared isomer or geometry (same formula, charge and spin): 36.6 kcal per mole
structure (SMILES): C=C(N)CCCO
LUMO level: 0.8794 eV
E_HOMO: -8.40 eV
gap between HOMO and LUMO: 9.28 eV